(1)
A molecular structure, C19H20N4O2RuS at a distorted geometry. Source: OMol25; level of theory: the ωB97M-V functional and the def2-TZVPD basis.

Structure (XYZ):
```
47
Properties=species:S:1:pos:R:3:forces:R:3:lowdin_charge:R:1
N 1.180720 3.250521 -0.708233 -0.73 -0.30 0.34 0.155
C 0.588082 4.211042 -0.470266 0.98 0.32 0.10 -0.209
C 0.159191 5.549239 -0.128083 -0.45 0.53 -0.01 -0.019
H -0.926505 5.668284 -0.162659 0.12 -0.04 0.02 0.100
H 0.595512 6.248234 -0.850455 -0.01 -0.09 0.09 0.123
H 0.529774 5.804016 0.870098 -0.05 -0.03 -0.16 0.110
N 2.105639 -1.804631 -0.630015 0.70 0.00 -1.18 0.138
C 3.091993 -2.210441 -1.083765 -0.57 -0.04 1.83 -0.135
C 4.373103 -2.845352 -1.168101 1.01 -0.38 -0.60 0.007
H 5.048767 -2.367100 -1.886725 -0.19 -0.06 0.07 0.119
H 4.252846 -3.897304 -1.445120 -0.03 0.10 -0.05 0.125
H 4.839299 -2.803180 -0.174923 -0.17 0.07 -0.15 0.128
N -2.420624 -2.743746 -0.774967 -0.87 0.98 0.27 0.157
C -3.517724 -2.444934 -0.542402 1.01 -1.04 0.22 -0.218
C -4.905280 -2.352392 -0.143810 -0.72 0.12 -0.16 -0.029
H -5.102401 -3.031065 0.693178 0.11 0.12 -0.14 0.114
H -5.522075 -2.668892 -0.985323 -0.07 -0.11 -0.03 0.115
H -5.227168 -1.339908 0.104393 0.16 -0.03 0.06 0.091
Ru 0.232596 -0.196498 -0.941887 -0.04 0.27 2.69 1.093
C -0.195723 -1.548218 0.354447 0.07 -3.34 3.29 -0.260
O -0.243411 -2.269998 1.256556 -0.10 2.10 -2.71 0.162
C 1.421471 0.696659 0.310789 3.95 1.00 3.69 -0.216
O 2.129091 1.003523 1.176979 -2.67 -0.84 -3.18 0.183
C 0.511131 1.301351 -2.652056 0.94 0.61 -0.23 -0.058
C -0.789881 1.337496 -2.150186 -0.89 0.48 -1.02 -0.153
C -1.542620 0.149970 -2.137431 -1.09 0.61 -0.50 -0.156
C -0.972994 -1.016632 -2.658392 -0.43 -1.75 -0.40 -0.074
C 0.405118 -1.113891 -2.881400 0.61 -0.52 -1.96 -0.111
C 1.183558 0.075345 -2.814810 1.05 -0.39 -1.88 -0.129
H 1.062247 2.220929 -2.791836 0.08 0.00 0.29 0.133
H -1.237988 2.264043 -1.826634 0.09 0.22 -0.10 0.127
H -2.566208 0.160309 -1.768491 0.10 -0.17 -0.28 0.134
H -1.586727 -1.918767 -2.742882 0.27 0.32 0.15 0.131
H 0.887617 -2.064586 -3.156393 -0.47 0.48 0.24 0.162
H 2.276902 0.029245 -2.982026 -0.86 0.23 -0.04 0.164
S -1.475828 1.076995 1.056700 -0.27 0.38 1.21 1.173
C -0.966605 0.657035 2.623314 -0.64 -0.62 -0.03 -0.550
N -1.431975 -0.517196 3.177434 0.90 0.74 1.86 0.127
C -1.230981 -0.854652 4.483984 -0.65 0.34 -2.13 0.137
C -0.519674 0.014601 5.294547 1.20 1.68 1.17 0.127
C -0.025365 1.240840 4.784736 1.04 0.06 0.13 0.100
C -0.165173 1.512362 3.419723 0.05 0.82 0.26 0.036
H -1.801911 -1.207771 2.576797 -0.97 -0.98 -0.72 0.135
H -1.677065 -1.774165 4.822809 0.02 -0.41 0.07 0.185
H -0.278803 -0.260293 6.330411 -0.32 0.02 -0.34 0.178
H 0.613096 1.942399 5.404889 -0.98 -0.97 -0.58 0.192
H 0.285556 2.394876 2.928885 -0.26 -0.45 0.53 0.156
```
Forces are in eV/Å.

frontier orbital gap (spin up / spin down) = 6.35 / 4.26 eV
multiplicity = 5
strongest force on any atom = 5.50 eV Å⁻¹
LUMO level (spin up / spin down) = -14.4 / -18.2 eV
total charge = +4
HOMO level (spin up / spin down) = -20.78 / -22.49 eV

=====

(2)
A molecular structure, C19H20N4O3PdS3. Source: OMol25; level of theory: the ωB97M-V functional and the def2-TZVPD basis.

Structure (XYZ):
```
50
Properties=species:S:1:pos:R:3:forces:R:3:lowdin_charge:R:1
Pd 0.588642 -2.612765 0.824185 -0.02 -0.21 0.04 0.274
O -2.479015 -2.117016 0.027064 -0.07 -0.12 0.02 -0.122
C -2.393994 -0.721403 0.225187 0.03 0.06 0.00 -0.303
C -2.757288 -0.326542 1.652845 -0.06 -0.01 0.01 -0.183
C -1.725147 -0.754566 2.704254 -0.04 0.00 -0.03 -0.153
C -0.462478 0.049541 2.597328 0.06 0.05 -0.05 -0.287
C -0.382534 1.338531 3.124155 0.01 0.01 -0.03 -0.042
C 0.775559 2.075340 2.948763 -0.01 0.02 0.03 -0.083
C 1.835277 1.500976 2.265187 0.03 -0.03 0.00 -0.066
C 1.682206 0.209045 1.788742 -0.01 0.03 0.09 -0.135
N 0.561445 -0.497118 1.939348 0.05 0.01 0.19 0.063
H -1.613537 -2.514875 0.278969 0.01 0.04 -0.01 0.011
H -3.116681 -0.260806 -0.457164 0.02 0.01 -0.02 0.106
H -1.401739 -0.344162 -0.048419 -0.09 0.01 0.05 0.076
H -3.722690 -0.785250 1.889896 -0.01 0.00 0.02 0.104
H -2.889864 0.762029 1.698060 0.00 0.00 0.00 0.103
H -1.469197 -1.810005 2.573055 0.00 0.01 -0.02 0.096
H -2.154963 -0.622845 3.702394 0.02 0.00 0.01 0.105
H -1.233146 1.753474 3.653173 0.00 0.00 -0.01 0.102
H 0.849236 3.085083 3.336316 0.00 0.01 -0.02 0.095
H 2.756416 2.038036 2.078906 -0.01 0.01 0.00 0.103
H 2.477557 -0.280404 1.241038 -0.01 -0.01 -0.05 0.099
O 3.812160 2.708658 -0.783364 0.01 0.10 0.03 0.003
C 2.564374 3.184324 -0.867639 0.04 0.00 0.02 -0.308
C 2.345193 4.563045 -0.778228 -0.01 0.01 0.01 -0.044
C 1.060277 5.073253 -0.840597 0.00 -0.01 0.01 -0.130
C -0.028955 4.220577 -0.991251 -0.02 0.00 0.01 -0.124
C 0.187833 2.853192 -1.079726 0.01 -0.01 -0.02 -0.037
C 1.468212 2.314734 -1.026124 -0.03 0.03 -0.13 -0.084
C 1.717782 0.832118 -1.096375 0.00 -0.06 0.27 -0.480
O 2.937866 0.449858 -1.028436 -0.07 -0.09 -0.09 -0.046
N 0.637880 0.099926 -1.159404 0.09 0.09 -0.02 -0.022
N 0.840522 -1.277664 -1.039008 0.05 0.01 -0.27 -0.130
C 0.153961 -1.930954 -1.891323 0.03 0.05 0.01 -0.935
S -0.807115 -1.096942 -3.137212 -0.01 -0.01 -0.04 0.876
C -1.525166 -2.627816 -3.799418 -0.02 0.03 0.01 -0.566
C -0.493225 -3.727871 -3.653590 0.02 -0.04 0.09 -0.552
S 0.074137 -3.688795 -1.905996 -0.03 0.03 -0.11 0.838
H 3.660507 1.673152 -0.866328 0.03 -0.02 -0.07 0.044
H 3.205658 5.209998 -0.653757 0.00 0.00 0.00 0.099
H 0.906420 6.144857 -0.766206 0.00 0.00 0.00 0.083
H -1.036072 4.617554 -1.033985 0.00 0.00 0.00 0.081
H -0.635393 2.158308 -1.189946 -0.01 0.01 0.00 0.103
H -1.795652 -2.443686 -4.841695 0.01 -0.01 -0.01 0.057
H -2.423651 -2.873930 -3.231453 0.01 0.00 0.01 0.066
H 0.336971 -3.578890 -4.347915 0.01 0.01 0.03 0.062
H -0.930103 -4.714554 -3.819284 0.01 0.00 -0.01 0.062
S -0.295249 -7.153583 2.402316 -0.01 -0.03 0.02 0.236
C 0.044616 -5.613885 1.875514 0.05 0.02 -0.02 -1.004
N 0.292148 -4.539281 1.507148 -0.05 0.01 0.02 -0.112
```
Forces are in eV/Å.

frontier orbital gap = 4.79 eV
strongest force on any atom = 0.28 eV Å⁻¹
LUMO level = 4.4 eV
total charge = -2
HOMO level = -0.36 eV

=====

(3)
A molecular structure, C19H21AsCl5N2O6SbSe4Si2V at a distorted geometry. Source: OMol25; level of theory: the ωB97M-V functional and the def2-TZVPD basis.

Structure (XYZ):
```
62
Properties=species:S:1:pos:R:3:forces:R:3:lowdin_charge:R:1
V 0.952385 -0.931562 0.435160 -0.82 -0.30 0.80 0.008
Se 6.585071 0.350270 1.132303 -0.51 -0.10 -0.08 -0.286
Sb 5.552311 -1.681620 0.288344 2.73 -0.68 -0.12 -0.394
Se 5.828698 -3.619291 1.745913 -0.44 0.30 -0.09 -0.304
Se 6.082547 -2.205332 -2.035036 -0.48 0.19 0.29 -0.293
Se 2.987313 -1.260833 0.383137 2.15 -0.40 -0.82 0.445
Cl 0.951843 -3.499370 1.606906 -0.34 -0.13 0.57 0.669
C 0.959369 -2.302745 2.882982 0.03 -0.03 0.12 -0.671
C 1.089571 -0.982591 2.464460 -0.13 -0.47 0.48 -0.373
C 1.374489 -0.052812 3.448294 -0.07 0.04 0.08 -0.677
Cl 1.832544 1.546767 2.965203 -0.17 0.10 0.00 0.715
C 1.385647 -0.393648 4.801261 0.03 0.16 -0.03 -0.693
Cl 1.702559 0.808645 6.002241 -0.02 -0.06 -0.04 0.654
C 1.145864 -1.709683 5.184757 0.01 -0.03 0.15 -0.698
Cl 1.128299 -2.140096 6.859689 -0.01 0.01 -0.08 0.646
C 0.957479 -2.689073 4.213850 -0.05 -0.09 -0.12 -0.696
Cl 0.728815 -4.340450 4.650711 0.03 0.02 0.02 0.669
C -3.052011 1.258580 0.018951 0.09 0.09 0.06 -0.230
Si -3.001277 -0.400542 -0.853188 0.03 -0.11 -0.05 0.200
C -4.546819 -1.326514 -0.304644 -0.11 0.02 -0.10 -0.242
C -3.124903 -0.089293 -2.705483 -0.06 0.01 -0.05 -0.232
As -1.163694 -1.680331 -0.257640 -1.78 -0.78 -0.52 0.751
Si -1.145202 -3.405416 -1.819537 0.13 -0.05 -0.15 0.195
C -0.330482 -2.821710 -3.399588 -0.11 0.14 -0.22 -0.229
C -0.120114 -4.860639 -1.253589 0.06 -0.13 0.27 -0.255
C -2.853750 -4.097700 -2.230145 -0.07 0.15 0.06 -0.234
H -4.087027 1.610559 0.064234 0.01 0.00 -0.03 0.029
H -2.474496 2.017514 -0.512251 0.04 -0.03 0.00 0.014
H -2.680265 1.208720 1.044283 0.02 -0.02 -0.01 0.031
H -5.444852 -0.750700 -0.555482 0.02 0.00 0.01 0.023
H -4.534210 -1.482633 0.775729 0.03 -0.01 -0.01 0.024
H -4.630370 -2.302021 -0.787646 0.04 0.00 0.03 0.001
H -3.926020 0.623192 -2.928662 0.00 -0.02 0.02 0.023
H -3.340552 -1.013381 -3.247292 0.04 0.01 0.00 0.007
H -2.189482 0.316941 -3.094755 0.00 0.00 0.02 0.025
H 0.652748 -2.403471 -3.175741 0.01 -0.01 0.01 0.032
H -0.918474 -2.040746 -3.889142 0.03 0.01 0.00 0.012
H -0.196926 -3.642345 -4.111771 -0.02 -0.01 0.03 0.027
H 0.939460 -4.608208 -1.172909 -0.01 0.03 0.01 0.026
H -0.212449 -5.662987 -1.992274 0.01 0.04 -0.02 0.029
H -0.450864 -5.255247 -0.290639 0.01 -0.01 0.00 0.010
H -3.476022 -3.372166 -2.760034 0.00 -0.02 0.02 0.006
H -3.384252 -4.399865 -1.324308 0.01 -0.01 -0.01 0.021
H -2.744364 -4.978114 -2.870462 0.03 0.03 0.00 0.023
O 2.709601 1.284499 -1.388117 0.11 0.19 -0.16 0.088
C 1.752169 1.585407 -0.727580 -0.22 -0.25 0.18 -0.571
O 0.892517 0.739300 -0.199858 -0.31 2.26 -0.54 -0.279
C 1.436840 3.032498 -0.428924 0.05 -0.15 0.01 -0.079
C 2.396285 3.986425 -0.740184 0.09 0.01 -0.09 0.099
C 2.113152 5.313223 -0.486975 0.14 0.13 -0.02 -0.104
C 0.911887 5.728217 0.048075 -0.04 0.30 0.07 0.073
C -0.010201 4.753583 0.357087 -0.16 0.06 0.03 -0.105
C 0.234988 3.410195 0.148494 -0.17 -0.06 0.06 0.069
N -1.316513 5.177524 0.924744 0.48 -0.10 -0.11 -0.351
O -1.578463 6.361794 0.902892 -0.03 0.29 -0.02 0.070
O -2.036731 4.320424 1.375562 -0.19 -0.27 0.08 0.088
N 3.127652 6.350481 -0.807686 -0.22 -0.22 0.06 -0.352
O 2.867543 7.499407 -0.505925 -0.03 0.10 0.02 0.064
O 4.143317 5.990453 -1.353613 0.09 -0.03 -0.05 0.099
H 3.342330 3.681902 -1.167513 -0.02 -0.04 0.00 0.145
H 0.709574 6.772683 0.225381 -0.01 -0.01 -0.01 0.128
H -0.504060 2.673959 0.427939 0.05 -0.06 -0.02 0.110
```
Forces are in eV/Å.

frontier orbital gap (spin up / spin down) = 4.38 / 4.39 eV
multiplicity = 2
strongest force on any atom = 2.82 eV Å⁻¹
LUMO level (spin up / spin down) = 2.5 / 2.5 eV
total charge = -2
HOMO level (spin up / spin down) = -1.84 / -1.85 eV

=====

(4)
A molecular structure, C19H21AsF6IN4O6S5Ti at a distorted geometry. Source: OMol25; level of theory: the ωB97M-V functional and the def2-TZVPD basis.

Structure (XYZ):
```
64
Properties=species:S:1:pos:R:3:forces:R:3:lowdin_charge:R:1
Ti -0.398895 -0.412678 1.219647 -0.38 0.05 0.28 0.438
S -3.267260 -1.142192 -2.326052 -0.36 0.01 0.09 0.449
C -2.411053 -0.613954 -1.032682 1.45 0.18 -0.26 -1.774
S -2.873492 -0.699266 0.641344 -0.14 0.36 0.05 0.464
S -0.711356 -0.042400 -1.255844 -0.78 -0.22 0.94 0.396
I -0.657580 -7.526294 3.860636 0.13 -0.02 0.12 0.789
C -0.931064 -5.445543 3.954088 -1.19 -0.97 -0.77 -0.721
C 0.075251 -4.618739 4.349316 -0.35 0.07 0.05 -0.159
C -0.196804 -3.272008 4.302675 0.93 1.82 -0.76 -0.023
C -1.376134 -2.772025 3.767120 -1.22 0.56 1.38 -0.138
C -2.418862 -3.636901 3.442799 -0.20 1.48 -0.61 -0.028
C -2.171787 -4.981755 3.494950 0.95 0.62 0.78 -0.175
C -1.733277 -1.276306 3.899767 -1.11 -0.85 2.47 -0.632
O -2.572662 -0.911002 4.752293 1.16 -0.89 -1.62 0.029
O -1.015276 -0.521383 3.204771 1.30 1.39 -2.32 -0.193
H 1.004691 -5.000520 4.700036 0.56 -0.16 0.18 0.090
H 0.596566 -2.543816 4.541248 -0.44 -0.41 0.10 0.137
H -3.377311 -3.134941 3.118153 0.98 -1.10 0.42 0.147
H -2.975080 -5.616238 3.336080 -1.13 -1.50 -0.56 0.062
C 0.790272 3.450731 0.962408 1.42 -1.43 -1.24 -0.320
As -0.688887 2.349633 1.401531 -1.43 0.34 0.07 1.050
C -1.050026 3.097721 3.179198 0.44 -0.26 0.09 -0.297
C -2.150163 3.295446 0.397647 0.88 0.72 -0.43 -0.273
H 0.481497 4.425416 1.156330 -0.28 1.87 0.03 -0.003
H 1.148438 3.292800 -0.079471 -0.57 0.27 0.57 0.058
H 1.639184 3.197453 1.577460 0.22 -0.12 0.43 0.019
H -0.849901 4.157949 3.318338 0.02 0.13 -0.42 0.027
H -0.417695 2.556298 3.852506 0.68 -0.30 0.46 0.008
H -2.025642 2.868267 3.552565 -0.87 -0.13 -0.19 0.018
H -2.730521 2.462444 0.026881 -0.62 0.15 -0.14 -0.022
H -1.780662 3.910759 -0.478242 -0.11 -0.95 0.93 0.048
H -2.711116 4.010482 1.038597 0.25 -0.83 -0.20 0.027
N 2.809222 0.118844 2.318871 -1.51 -0.04 -0.50 -0.064
C 1.711437 0.013441 1.920573 1.12 -0.13 0.26 -0.365
F 4.228996 3.309289 -3.317073 0.03 0.31 -0.29 0.122
C 4.254263 3.099133 -4.635644 0.75 -0.29 0.01 -0.608
F 4.540153 1.770585 -4.793534 -0.04 1.14 -0.21 0.087
F 5.281291 3.823751 -5.183707 -1.00 -0.74 0.68 0.087
S 2.623250 3.424934 -5.487251 0.23 -0.09 0.16 0.577
O 1.852740 2.314333 -5.041931 -0.44 -0.41 0.07 -0.287
O 3.066571 3.458668 -6.851451 -0.39 0.56 -0.04 -0.294
N 1.950229 4.717971 -4.821912 0.64 -1.01 -0.51 -0.298
S 2.285986 6.204475 -5.139167 0.43 0.42 -1.47 0.535
O 3.381202 6.458514 -6.047685 -0.31 -0.23 0.64 -0.300
O 2.141514 6.949636 -3.942967 0.17 0.94 1.01 -0.292
C 0.831657 6.788944 -6.136332 1.41 0.58 -2.31 -0.621
F 1.071399 8.025362 -6.751184 0.38 -1.48 0.41 0.052
F -0.241347 7.019212 -5.455773 -1.42 -0.74 0.78 0.162
F 0.644835 5.874656 -7.149829 -0.41 1.09 1.02 0.078
C -2.486533 -5.331749 -0.326222 0.43 0.58 0.91 0.001
C -1.170176 -4.565557 -0.070127 -3.26 0.09 0.16 -0.289
C 0.123562 -4.848661 0.206190 2.08 -2.00 -0.31 -0.010
C 0.700435 -3.639109 0.585175 1.44 1.43 1.71 -0.329
N -0.207733 -2.677747 0.711888 -1.45 -0.46 -1.65 0.008
N -1.360751 -3.265938 0.178256 0.60 1.45 1.31 0.021
C 2.132347 -3.308236 0.980143 0.71 0.06 -2.97 -0.021
H -3.148496 -4.711720 -0.941703 0.23 -0.18 -0.07 0.076
H -3.041926 -5.500713 0.638673 0.74 0.18 -0.74 0.080
H -2.327981 -6.291913 -0.780126 0.10 -0.37 -0.32 0.058
H 0.675693 -5.826423 0.173240 -0.88 1.21 -0.14 0.129
H -2.232258 -2.668911 0.231582 0.90 -0.90 -0.12 0.026
H 2.549635 -4.040278 1.620318 0.36 -0.84 0.75 0.049
H 2.288372 -2.327265 1.399987 -0.48 0.23 0.32 0.010
H 2.829000 -3.274990 0.032614 -1.39 -0.28 1.53 0.120
```
Forces are in eV/Å.

frontier orbital gap (spin up / spin down) = 6.49 / 6.49 eV
multiplicity = 2
strongest force on any atom = 3.26 eV Å⁻¹
LUMO level (spin up / spin down) = 2.9 / 2.9 eV
energy relative to the best compared isomer or geometry (same formula, charge and spin) = 16.66 kcal/mol
total charge = -2
HOMO level (spin up / spin down) = -3.64 / -3.63 eV

=====

> Look up the strongest force on any atom of the fourth one.

3.26 eV Å⁻¹

=====

> Which value of total charge does entry 3 give?

-2

=====

> Look up the strongest force on any atom of the first one.

5.50 eV Å⁻¹

=====

> Number 2 is which compound?

C19H20N4O3PdS3